Density functional theory data (ωB97M-V with the def2-TZVPD basis set) for a molecular structure, C26H28N6O2PtS2 at a distorted geometry.

Last column: Löwdin charge in e.
Positions of all 65 atoms, in Å:
1 Pt -0.19 -0.21 -0.40  1.077
2 O -3.18 0.62 4.21  0.083
3 C -2.02 1.07 4.68  -0.242
4 C -1.84 1.34 6.04  0.007
5 C -0.65 1.86 6.51  -0.028
6 C 0.39 2.15 5.62  -0.045
7 C 0.24 1.86 4.27  -0.002
8 C -0.94 1.29 3.78  -0.069
9 C -1.02 0.90 2.37  -0.393
10 O -0.14 1.22 1.54  -0.170
11 N -2.07 0.15 2.01  0.162
12 N -2.11 -0.23 0.79  -0.078
13 C -3.05 -0.93 0.23  0.017
14 C -3.11 -0.92 -1.21  -0.252
15 C -4.20 -1.44 -1.91  0.033
16 C -4.30 -1.19 -3.27  -0.005
17 C -3.31 -0.45 -3.89  0.004
18 C -2.22 -0.03 -3.13  -0.099
19 N -2.11 -0.27 -1.84  0.015
20 H -3.85 0.57 4.91  0.139
21 H -2.65 1.15 6.73  0.125
22 H -0.52 2.05 7.56  0.124
23 H 1.31 2.58 5.98  0.114
24 H 1.03 2.07 3.57  0.118
25 H -3.85 -1.39 0.82  0.154
26 H -4.97 -1.99 -1.37  0.130
27 H -5.15 -1.55 -3.83  0.129
28 H -3.37 -0.19 -4.93  0.125
29 H -1.42 0.53 -3.59  0.112
30 S 1.89 -0.30 1.24  0.886
31 C 2.53 0.52 -0.09  -1.035
32 N 1.81 0.75 -1.16  -0.067
33 C 2.55 1.18 -2.21  -0.293
34 C 2.10 1.41 -3.52  -0.004
35 C 3.03 1.64 -4.50  -0.039
36 C 4.40 1.71 -4.21  -0.027
37 C 4.86 1.57 -2.91  -0.055
38 C 3.94 1.29 -1.92  -0.429
39 S 4.24 0.90 -0.26  1.124
40 H 1.04 1.38 -3.73  0.106
41 H 2.72 1.75 -5.52  0.119
42 H 5.10 1.87 -5.01  0.124
43 H 5.91 1.68 -2.67  0.123
44 C 3.30 -4.90 -1.10  -0.046
45 C 1.78 -4.99 -1.25  -0.190
46 N 1.12 -3.70 -1.10  -0.067
47 C 0.39 -3.52 0.14  -0.214
48 C 1.27 -3.61 1.40  -0.087
49 C 1.14 -2.78 -2.06  -0.381
50 C 1.86 -3.03 -3.35  0.021
51 N 0.53 -1.62 -1.93  -0.013
52 H 3.73 -5.90 -1.12  0.090
53 H 3.58 -4.41 -0.17  0.074
54 H 3.74 -4.34 -1.93  0.063
55 H 1.38 -5.66 -0.48  0.125
56 H 1.53 -5.43 -2.21  0.119
57 H -0.38 -4.28 0.20  0.134
58 H -0.09 -2.52 0.12  0.040
59 H 1.60 -4.63 1.58  0.083
60 H 0.68 -3.29 2.25  0.083
61 H 2.14 -2.97 1.32  0.030
62 H 1.86 -4.08 -3.63  0.085
63 H 2.90 -2.71 -3.25  0.099
64 H 1.41 -2.46 -4.15  0.092
65 H 0.60 -1.06 -2.77  0.040

Properties
2S+1 = 5
Kohn-Sham gap (alpha / beta) = 7.0 / 4.6 eV
Total charge = +2

Density functional theory data (ωB97M-V with the def2-TZVPD basis set) for a molecular structure, C26H28N6OPS2W at a distorted geometry.

Last column: Löwdin charge in e.
Positions of all 65 atoms, in Å:
1 W 0.34 0.62 -0.11  1.063
2 C -2.80 3.21 1.43  0.006
3 C -1.61 2.33 1.29  -0.246
4 N -1.48 1.41 0.34  -0.180
5 N -2.48 1.24 -0.54  0.094
6 C -2.13 0.44 -1.53  -0.406
7 O -0.92 -0.03 -1.57  -0.238
8 C -3.15 0.06 -2.50  -0.148
9 C -4.36 0.77 -2.54  -0.017
10 C -5.37 0.35 -3.39  -0.060
11 C -5.20 -0.77 -4.19  -0.061
12 C -4.00 -1.47 -4.15  -0.065
13 C -2.98 -1.05 -3.32  -0.020
14 C -0.45 2.42 2.12  -0.204
15 C -0.31 3.35 3.16  0.026
16 C 0.83 3.36 3.92  -0.011
17 C 1.81 2.41 3.64  -0.014
18 C 1.64 1.53 2.59  -0.111
19 N 0.55 1.53 1.80  -0.075
20 H -3.61 2.80 0.83  0.077
21 H -2.58 4.21 1.07  0.107
22 H -3.11 3.28 2.47  0.092
23 H -4.48 1.63 -1.91  0.109
24 H -6.30 0.90 -3.42  0.110
25 H -5.99 -1.09 -4.84  0.110
26 H -3.88 -2.35 -4.75  0.109
27 H -2.04 -1.59 -3.28  0.108
28 H -1.10 4.07 3.33  0.121
29 H 0.96 4.06 4.73  0.123
30 H 2.72 2.36 4.23  0.120
31 H 2.40 0.80 2.36  0.092
32 S 2.70 0.38 -0.28  0.630
33 C 3.23 2.06 -0.24  -0.660
34 C 4.50 2.37 0.23  -0.116
35 C 4.89 3.69 0.34  -0.076
36 C 4.02 4.71 -0.04  -0.072
37 C 2.77 4.41 -0.54  -0.112
38 C 2.36 3.08 -0.63  -0.676
39 S 0.75 2.71 -1.23  0.679
40 H 5.16 1.57 0.52  0.104
41 H 5.86 3.93 0.73  0.107
42 H 4.31 5.74 0.06  0.109
43 H 2.09 5.19 -0.84  0.104
44 C 2.24 -4.39 0.21  -0.170
45 N 1.50 -4.06 -0.99  -0.152
46 C 0.20 -4.71 -0.96  -0.172
47 N -0.56 -4.34 0.22  -0.152
48 C 0.21 -4.66 1.41  -0.174
49 N 1.52 -4.03 1.42  -0.155
50 C 1.43 -2.60 1.60  -0.305
51 P 0.47 -1.79 0.21  0.877
52 C 1.39 -2.64 -1.19  -0.308
53 C -0.99 -2.97 0.20  -0.285
54 H 3.20 -3.88 0.19  0.136
55 H 2.41 -5.47 0.22  0.137
56 H 0.36 -5.79 -0.94  0.136
57 H -0.37 -4.45 -1.85  0.134
58 H 0.35 -5.74 1.45  0.136
59 H -0.35 -4.35 2.30  0.133
60 H 2.44 -2.18 1.61  0.087
61 H 0.95 -2.39 2.55  0.098
62 H 2.40 -2.21 -1.27  0.063
63 H 0.85 -2.44 -2.13  0.103
64 H -1.58 -2.78 -0.71  0.094
65 H -1.63 -2.77 1.07  0.102

Properties
2S+1 = 3
Kohn-Sham gap (alpha / beta) = 6.3 / 5.9 eV
Total charge = +1

Density functional theory data (ωB97M-V with the def2-TZVPD basis set) for 2 unconnected molecules or ions with the total composition C26H28NO6 at a distorted geometry.

Last column: Löwdin charge in e.
Positions of all 61 atoms, in Å:
1 C 4.96 -2.35 0.84  0.016
2 C 5.09 -1.58 2.14  -0.550
3 C 6.29 -2.10 2.94  0.012
4 O 5.28 -0.19 1.91  0.072
5 C 4.21 0.51 1.37  -0.406
6 O 4.39 1.62 0.94  0.131
7 C 2.88 -0.14 1.46  -0.045
8 C 1.79 0.48 0.91  0.105
9 C 0.42 0.02 1.09  -0.185
10 C 0.07 -1.34 0.95  0.008
11 C -1.21 -1.80 1.20  -0.137
12 C -2.21 -0.89 1.65  -0.099
13 N -3.48 -1.34 1.88  -0.099
14 C -3.90 -2.64 1.42  -0.179
15 C -2.83 -3.68 1.67  -0.175
16 C -1.52 -3.25 1.02  -0.152
17 C -4.57 -0.41 2.03  -0.180
18 C -4.16 0.76 2.88  -0.175
19 C -2.92 1.44 2.29  -0.152
20 C -1.89 0.49 1.79  -0.136
21 C -0.61 0.93 1.45  0.048
22 C 2.76 -1.16 2.54  -0.396
23 O 1.74 -1.43 3.13  0.120
24 O 3.93 -1.77 2.96  0.070
25 H 4.10 -2.02 0.25  0.094
26 H 5.87 -2.21 0.25  0.101
27 H 4.85 -3.42 1.07  0.098
28 H 6.38 -1.58 3.89  0.092
29 H 6.17 -3.17 3.13  0.092
30 H 7.20 -1.95 2.36  0.093
31 H 1.97 1.39 0.35  0.118
32 H 0.85 -2.05 0.67  0.133
33 H -4.82 -2.89 1.95  0.115
34 H -4.14 -2.59 0.34  0.134
35 H -2.69 -3.81 2.74  0.119
36 H -3.16 -4.64 1.25  0.108
37 H -1.57 -3.47 -0.06  0.123
38 H -0.69 -3.86 1.42  0.119
39 H -4.90 -0.06 1.03  0.135
40 H -5.40 -0.96 2.48  0.115
41 H -4.99 1.47 2.93  0.108
42 H -3.95 0.42 3.90  0.118
43 H -3.24 2.08 1.45  0.126
44 H -2.48 2.11 3.04  0.118
45 H -0.35 1.99 1.52  0.135
46 C -1.88 3.31 -7.35  -0.099
47 O -1.24 4.08 -6.30  -0.145
48 C -0.70 3.51 -5.21  -0.340
49 C -0.11 4.40 -4.26  -0.072
50 C 0.44 3.93 -3.12  -0.064
51 C 0.42 2.51 -2.75  -0.498
52 O 0.80 2.09 -1.64  -0.127
53 C -0.11 1.64 -3.81  -0.068
54 C -0.67 2.11 -4.96  -0.091
55 H -2.22 4.07 -8.05  0.075
56 H -1.17 2.64 -7.85  0.082
57 H -2.74 2.74 -6.97  0.083
58 H -0.12 5.47 -4.47  0.099
59 H 0.91 4.60 -2.40  0.087
60 H -0.06 0.57 -3.61  0.081
61 H -1.09 1.41 -5.69  0.086

Properties
Kohn-Sham gap = 4.5 eV
Total charge = -1

Density functional theory data (ωB97M-V with the def2-TZVPD basis set) for a molecular structure, C26H29AlClOPSi at a distorted geometry.

Last column: Löwdin charge in e.
Positions of all 60 atoms, in Å:
1 C -1.17 -1.78 1.07  -0.116
2 C -1.05 -2.11 -0.29  -0.138
3 C 0.29 -2.07 -0.68  -0.121
4 H -1.87 -2.37 -0.93  0.087
5 C 1.08 -1.69 0.49  -0.239
6 C 0.17 -1.80 1.60  -0.187
7 H 0.42 -2.11 2.60  0.088
8 H -2.10 -1.70 1.64  0.104
9 H 0.72 -2.43 -1.60  0.100
10 H 2.16 -1.65 0.57  0.116
11 Al 0.54 0.30 0.77  0.034
12 Cl 1.77 1.33 -0.56  0.355
13 P 0.11 0.35 -3.79  1.065
14 C 1.21 -0.72 -4.80  -0.391
15 C 0.78 -1.44 -5.93  -0.084
16 H -0.26 -1.40 -6.24  0.102
17 C 1.70 -2.20 -6.66  -0.085
18 H 1.35 -2.75 -7.54  0.103
19 C 3.03 -2.26 -6.26  -0.091
20 H 3.75 -2.86 -6.83  0.102
21 C 3.46 -1.56 -5.13  -0.088
22 H 4.51 -1.60 -4.82  0.102
23 C 2.55 -0.80 -4.39  -0.107
24 H 2.87 -0.27 -3.49  0.096
25 C -1.53 -0.08 -4.48  -0.388
26 C -2.16 -1.22 -3.94  -0.107
27 H -1.66 -1.79 -3.16  0.080
28 C -3.41 -1.62 -4.41  -0.087
29 H -3.89 -2.50 -3.99  0.103
30 C -4.05 -0.89 -5.42  -0.091
31 H -5.03 -1.20 -5.79  0.101
32 C -3.43 0.25 -5.95  -0.085
33 H -3.92 0.82 -6.74  0.103
34 C -2.18 0.66 -5.48  -0.084
35 H -1.71 1.55 -5.89  0.102
36 C 0.41 1.99 -4.55  -0.392
37 C 1.12 2.19 -5.74  -0.083
38 H 1.55 1.35 -6.27  0.102
39 C 1.27 3.48 -6.25  -0.085
40 H 1.82 3.63 -7.19  0.103
41 C 0.73 4.58 -5.58  -0.090
42 H 0.85 5.59 -5.98  0.102
43 C 0.04 4.39 -4.37  -0.088
44 H -0.39 5.24 -3.85  0.102
45 C -0.11 3.10 -3.85  -0.111
46 H -0.62 2.95 -2.90  0.098
47 C 1.78 0.15 4.63  -0.155
48 Si 0.05 0.35 3.96  0.350
49 C -0.94 -1.15 4.51  -0.177
50 C -0.94 1.87 4.40  -0.165
51 O 0.32 0.77 2.39  -0.281
52 H 1.83 0.19 5.73  0.032
53 H 2.42 0.95 4.24  0.038
54 H 2.21 -0.82 4.32  0.036
55 H -1.03 -1.13 5.62  0.046
56 H -1.97 -1.16 4.14  0.034
57 H -0.52 -2.14 4.30  0.026
58 H -0.45 2.75 3.97  0.035
59 H -1.94 1.81 3.95  0.038
60 H -1.05 2.01 5.48  0.028

Properties
Kohn-Sham gap = 7.5 eV

Density functional theory data (ωB97M-V with the def2-TZVPD basis set) for a molecular structure, C26H29BF2N5O8V at a distorted geometry.

Last column: Löwdin charge in e.
Positions of all 72 atoms, in Å:
1 V 1.11 0.23 -0.25  0.732
2 O 2.58 -2.10 -2.96  -0.058
3 C 3.28 -0.94 -3.39  -0.241
4 C 2.33 0.09 -4.02  -0.138
5 C 1.21 0.61 -3.09  -0.107
6 C 0.19 -0.46 -2.78  -0.259
7 C -0.59 -1.01 -3.79  -0.011
8 C -1.44 -2.06 -3.51  -0.042
9 C -1.46 -2.56 -2.21  -0.049
10 C -0.71 -1.92 -1.25  -0.083
11 N 0.08 -0.87 -1.50  -0.009
12 H 2.67 -2.12 -1.99  0.067
13 H 4.00 -1.26 -4.16  0.118
14 H 3.83 -0.49 -2.57  0.113
15 H 1.88 -0.35 -4.91  0.110
16 H 2.94 0.94 -4.33  0.121
17 H 0.72 1.45 -3.59  0.133
18 H 1.66 0.99 -2.17  0.069
19 H -0.50 -0.62 -4.79  0.124
20 H -2.05 -2.50 -4.29  0.114
21 H -2.06 -3.42 -1.95  0.110
22 H -0.68 -2.30 -0.23  0.100
23 O 0.41 3.08 4.73  0.133
24 C -0.49 2.12 4.57  -0.510
25 O -1.43 2.00 5.31  0.081
26 C -0.29 1.19 3.43  -0.048
27 C -1.09 0.10 3.22  -0.005
28 N -0.69 -0.50 2.07  0.044
29 N 0.35 0.16 1.48  -0.067
30 C 0.64 1.20 2.34  -0.133
31 C 1.79 1.98 2.13  -0.371
32 O 2.19 2.95 2.76  0.083
33 O 2.57 1.47 1.06  0.159
34 H 1.11 3.09 4.02  0.068
35 H -1.88 -0.29 3.83  0.138
36 H -1.06 -1.34 1.66  0.131
37 O 1.40 -3.07 1.31  0.043
38 C 2.02 -2.40 2.33  -0.269
39 C 1.70 -2.69 3.66  -0.033
40 C 2.31 -1.99 4.69  -0.080
41 C 3.27 -1.03 4.40  -0.070
42 C 3.62 -0.78 3.09  -0.009
43 C 3.00 -1.45 2.04  -0.074
44 C 3.43 -1.14 0.62  -0.526
45 O 4.61 -1.08 0.35  0.122
46 O 2.46 -0.96 -0.25  -0.165
47 H 0.98 -3.86 1.67  0.106
48 H 0.97 -3.45 3.88  0.112
49 H 2.04 -2.21 5.71  0.105
50 H 3.74 -0.48 5.21  0.106
51 H 4.38 -0.05 2.85  0.132
52 F 3.69 1.68 -0.99  0.235
53 B 2.70 2.04 -0.16  -0.944
54 F 2.03 3.15 -0.52  0.223
55 N -0.35 1.59 -0.56  0.174
56 C -1.47 1.76 -0.80  -0.140
57 N -2.74 1.95 -1.03  -0.070
58 C -3.34 1.64 -2.34  -0.124
59 C -4.31 0.46 -2.22  -0.174
60 C -5.34 0.73 -1.12  -0.194
61 C -4.62 0.97 0.20  -0.173
62 C -3.68 2.17 0.07  -0.122
63 H -2.54 1.41 -3.05  0.120
64 H -3.87 2.52 -2.68  0.131
65 H -3.75 -0.44 -1.97  0.102
66 H -4.79 0.31 -3.19  0.118
67 H -6.03 -0.10 -1.04  0.113
68 H -5.92 1.62 -1.38  0.117
69 H -4.04 0.08 0.46  0.113
70 H -5.33 1.15 1.01  0.118
71 H -3.12 2.34 0.98  0.132
72 H -4.26 3.07 -0.15  0.132

Properties
2S+1 = 3
Kohn-Sham gap (alpha / beta) = 5.6 / 6.7 eV

Density functional theory data (ωB97M-V with the def2-TZVPD basis set) for a molecular structure, C26H29BF6N4OPtTe.

Last column: Löwdin charge in e.
Positions of all 69 atoms, in Å:
1 Pt 0.23 -0.34 0.21  1.122
2 C 1.88 -2.83 0.99  -0.056
3 C 1.64 -2.01 2.24  -0.194
4 N 1.43 -0.56 1.96  -0.270
5 C 2.73 0.21 1.95  -0.191
6 C 3.93 -0.42 1.28  -0.050
7 C 0.56 0.06 3.01  -0.157
8 C 0.09 1.42 2.55  -0.144
9 N -0.16 1.45 1.09  -0.058
10 C -1.29 2.15 0.65  -0.190
11 C -1.19 2.83 -0.58  -0.205
12 F -0.05 2.76 -1.27  0.062
13 C -2.23 3.58 -1.10  -0.205
14 F -2.06 4.19 -2.26  0.140
15 C -3.42 3.70 -0.40  0.134
16 C -3.54 3.06 0.81  -0.200
17 F -4.67 3.15 1.50  0.149
18 C -2.51 2.29 1.33  -0.153
19 F -2.73 1.69 2.49  0.122
20 H 1.91 -3.89 1.25  0.110
21 H 2.80 -2.58 0.47  0.065
22 H 1.03 -2.74 0.28  0.049
23 H 2.47 -2.12 2.94  0.141
24 H 0.75 -2.38 2.74  0.121
25 H 2.98 0.38 3.01  0.138
26 H 2.51 1.19 1.52  0.101
27 H 4.25 -1.34 1.78  0.090
28 H 4.76 0.29 1.36  0.107
29 H 3.79 -0.62 0.22  0.046
30 H 1.11 0.13 3.95  0.150
31 H -0.29 -0.60 3.17  0.118
32 H 0.85 2.18 2.73  0.139
33 H -0.79 1.69 3.14  0.126
34 H -4.23 4.30 -0.80  0.162
35 N 3.60 4.01 -1.76  0.188
36 C 4.41 2.92 -1.86  -0.496
37 O 5.62 2.95 -1.84  0.114
38 C 3.71 1.59 -1.93  -0.089
39 C 4.31 0.55 -2.64  0.055
40 C 3.71 -0.69 -2.65  0.001
41 C 2.56 -0.88 -1.91  -0.156
42 N 2.00 0.10 -1.18  -0.102
43 C 2.56 1.32 -1.21  -0.101
44 H 4.07 4.91 -1.79  0.128
45 H 2.67 3.98 -2.12  0.105
46 H 5.24 0.75 -3.17  0.145
47 H 4.13 -1.52 -3.21  0.129
48 H 2.08 -1.85 -1.87  0.111
49 H 2.08 2.09 -0.63  0.105
50 C -1.68 -2.30 -2.16  -0.347
51 Te -1.22 -0.23 -1.99  1.560
52 C -3.24 0.00 -1.38  -0.333
53 C -3.71 -1.39 -1.00  -0.302
54 C -4.90 -1.56 -0.30  -0.016
55 C -5.34 -2.84 0.01  -0.035
56 C -4.59 -3.95 -0.38  -0.037
57 C -3.41 -3.78 -1.07  -0.019
58 C -2.96 -2.50 -1.39  -0.305
59 H -0.85 -2.89 -1.76  0.064
60 H -1.78 -2.53 -3.22  0.080
61 H -3.78 0.42 -2.22  0.088
62 H -3.28 0.70 -0.55  0.047
63 H -5.48 -0.70 0.00  0.129
64 H -6.26 -2.97 0.56  0.121
65 H -4.93 -4.94 -0.13  0.120
66 H -2.82 -4.64 -1.37  0.129
67 F -1.28 -2.55 1.24  0.219
68 B -1.37 -1.24 1.08  -0.858
69 F -2.42 -0.62 1.58  0.235

Properties
Kohn-Sham gap (alpha / beta) = 6.2 / 6.2 eV
Total charge = +2

Density functional theory data (ωB97M-V with the def2-TZVPD basis set) for a single C26H29ClN4O2S molecule.

Last column: Löwdin charge in e.
Positions of all 63 atoms, in Å:
1 O -1.30 -4.59 -1.67  0.071
2 C -1.38 -3.69 -0.85  -0.369
3 C -0.26 -3.31 0.01  -0.080
4 C -0.37 -2.31 0.95  -0.260
5 O 0.63 -1.95 1.71  0.079
6 H 1.44 -2.53 1.42  0.079
7 C -1.64 -1.53 1.12  -0.064
8 H -1.40 -0.54 1.51  0.089
9 C -2.38 -1.46 -0.21  -0.265
10 C -3.64 -0.64 -0.12  -0.222
11 C -4.64 -0.95 0.79  -0.039
12 C -5.79 -0.18 0.87  -0.077
13 C -5.95 0.91 0.04  -0.089
14 C -4.97 1.23 -0.88  -0.094
15 C -3.82 0.46 -0.95  -0.066
16 H -3.05 0.72 -1.67  0.113
17 H -5.09 2.07 -1.54  0.102
18 H -6.85 1.51 0.10  0.102
19 H -6.55 -0.43 1.59  0.103
20 H -4.53 -1.80 1.45  0.111
21 C -2.66 -2.89 -0.68  -0.052
22 H -3.20 -2.89 -1.63  0.136
23 H -3.28 -3.41 0.05  0.136
24 H -1.72 -0.98 -0.94  0.150
25 H -2.26 -2.03 1.87  0.138
26 C 1.02 -3.92 -0.23  -0.060
27 N 2.02 -3.63 0.50  -0.001
28 C 3.36 -3.96 0.13  -0.179
29 H 3.44 -4.93 -0.38  0.117
30 H 3.96 -3.98 1.04  0.110
31 C 3.86 -2.85 -0.82  -0.165
32 N 3.35 -1.57 -0.37  -0.191
33 C 4.25 -0.80 0.47  -0.149
34 C 3.43 0.26 1.20  -0.159
35 N 2.71 1.09 0.26  -0.115
36 C 3.08 2.37 0.02  -0.828
37 S 4.50 3.02 0.56  0.654
38 N 2.25 3.16 -0.74  0.041
39 C 0.86 3.25 -0.69  -0.256
40 C 0.11 2.65 0.31  -0.051
41 C -1.27 2.79 0.31  -0.638
42 C -1.92 3.53 -0.67  -0.120
43 C -1.16 4.14 -1.65  -0.074
44 C 0.21 4.01 -1.67  -0.024
45 H 0.80 4.50 -2.43  0.113
46 H -1.65 4.73 -2.41  0.108
47 H -2.99 3.62 -0.65  0.097
48 Cl -2.20 2.06 1.57  0.747
49 H 0.59 2.10 1.10  0.114
50 H 2.72 3.98 -1.10  0.118
51 C 1.87 0.32 -0.63  -0.119
52 H 1.10 -0.19 -0.04  0.114
53 C 2.73 -0.72 -1.35  -0.146
54 H 3.47 -0.20 -1.99  0.134
55 H 2.08 -1.33 -1.99  0.124
56 H 1.39 0.97 -1.37  0.122
57 H 2.69 -0.23 1.84  0.124
58 H 4.08 0.90 1.80  0.073
59 H 5.04 -0.31 -0.12  0.128
60 H 4.72 -1.46 1.20  0.127
61 H 3.45 -3.05 -1.82  0.117
62 H 4.95 -2.87 -0.89  0.121
63 H 1.08 -4.59 -1.09  0.140

Properties
Kohn-Sham gap = 8.6 eV
SMILES string = O=C1C[C@@H](c2ccccc2)CC(O)=C1/C=N/CCN1CCN(C(=S)Nc2cccc(Cl)c2)CC1